# 1
Computed, not measured: a structure of composition C32H44BaClN4O4 at a distorted geometry, with ωB97M-V with the def2-TZVPD basis set.

Last column: Mulliken charge in e.
Geometry (Å):
C -2.279 0.201 4.961  -0.9536
H -1.684 4.734 -0.428  0.3825
H -0.194 2.751 -0.261  0.4406
H 3.238 1.992 -2.419  0.3324
O 2.150 -1.361 -0.078  -0.4071
O 0.240 -0.824 -2.543  -0.6005
H 0.729 1.483 -2.489  0.5677
O -0.624 -1.739 2.405  -0.6054
C -0.949 -1.901 5.190  -0.9672
C 0.489 3.044 -3.959  -0.8726
H 0.969 3.789 -3.320  0.4195
H -0.289 -1.524 5.981  0.2923
C -0.303 0.770 -4.245  -1.1560
H -0.397 -2.611 4.575  0.2141
C -1.618 4.402 2.977  -0.7627
C -0.273 2.642 1.909  -0.0281
C 0.067 3.354 -5.256  -0.5130
Ba -0.609 -0.573 -0.088  0.9655
C -0.629 -5.926 -0.583  -0.9981
H 1.776 3.261 3.492  0.5312
C 2.835 -0.895 -1.007  -0.1927
C 1.413 1.204 2.893  -0.1569
C 2.679 -0.463 4.169  -0.8675
H 3.136 0.369 -3.169  0.3757
C 3.153 0.544 5.021  -0.6313
H 1.260 -3.237 -1.438  -0.3249
H 3.783 0.282 5.872  0.3300
H 3.000 1.983 0.258  0.2542
H -4.928 0.683 -3.222  0.3256
H -1.754 -0.030 2.488  -0.4345
C 2.005 2.216 3.700  -0.7011
H -2.487 0.982 4.221  0.2348
H -2.602 5.791 1.637  0.3329
H -2.430 1.279 -3.059  0.2999
C 3.659 1.117 0.116  -0.8969
C -2.838 0.267 -2.947  0.4803
C -0.739 1.082 -5.540  -0.2683
C -1.434 4.328 0.556  -0.5419
C 0.398 -3.792 -1.019  0.8820
H -2.427 -2.475 -1.831  0.0733
H -2.022 4.852 3.889  0.3296
C 0.337 1.744 -3.474  0.8066
H 4.686 1.478 -0.017  0.3889
C -0.568 2.380 -6.041  -0.6264
O -0.501 -3.210 -0.372  -0.7672
H -1.803 -2.404 5.660  0.3308
Cl -3.391 0.088 0.790  -0.6720
N 0.448 1.462 1.950  1.0878
H 2.943 -1.507 4.348  0.3988
H 1.610 -0.889 2.352  0.4361
H -1.208 0.301 -6.146  0.3856
H 0.204 4.360 -5.651  0.3698
C -0.773 3.297 3.075  -0.2943
H -3.229 -0.261 5.275  0.2975
C -0.586 -0.609 -3.588  0.0768
H 0.940 -6.371 -2.843  0.3111
H -4.638 -0.779 -2.249  0.3108
H 3.609 0.474 0.998  0.2017
H -1.919 -2.924 -3.463  0.3338
C 2.842 1.884 4.763  -0.5290
H 4.700 0.965 -2.516  0.3170
H 3.122 -1.515 -1.880  0.3326
C 1.892 -0.130 3.076  0.0186
C 3.609 0.959 -2.372  -1.1132
H -1.417 -5.265 -0.221  0.2339
N 0.378 -5.111 -1.253  0.2469
H -0.490 2.913 4.059  0.5665
H -0.906 2.624 -7.052  0.3618
H -3.576 -2.316 -3.163  0.4965
C -0.614 3.209 0.642  -0.6961
H 3.254 2.682 5.386  0.3479
C -4.256 0.226 -2.482  -1.3310
C -1.258 -0.862 3.026  0.8169
N -1.412 -0.802 4.349  0.4867
C 1.403 -5.804 -2.023  -0.9249
H -4.316 0.810 -1.555  0.2336
N 3.259 0.383 -1.081  0.5469
C -1.945 4.925 1.718  -0.5386
C -2.521 -2.206 -2.896  -1.3393
H -1.771 0.646 5.828  0.3059
C -2.068 -0.808 -3.187  0.1160
H 2.102 -5.075 -2.450  0.2668
H -0.191 -6.457 0.273  0.3136
H -0.377 -1.397 -4.337  0.2404
H 1.956 -6.504 -1.380  0.3223
H -1.034 -6.659 -1.288  0.3412

E_tot = -2251.6185 Eh
LUMO level = 2.1 eV
HOMO level = -3.4 eV
energy relative to the best compared isomer or geometry (same formula, charge and spin) = 0.0 kcal/mol
net charge = -1
gap between HOMO and LUMO = 5.43 eV

# 2
Computed, not measured: a structure of composition C29H26Cl2IrN5O4, with ωB97M-V with the def2-TZVPD basis set.

Last column: natural (NBO) charge in e.
Geometry (Å):
C 3.895 3.132 -1.417  -0.1400
H 0.193 -1.171 2.347  0.2415
C -0.272 -0.437 -3.277  0.0569
H -0.200 -5.053 1.341  0.4600
H -4.009 0.295 -3.068  0.2627
N 0.007 -1.637 0.306  -0.3782
C 0.573 -3.292 2.099  -0.2489
H 0.800 -0.592 -3.275  0.2316
Cl 6.505 3.732 -1.686  0.0764
H 1.552 -3.744 2.242  0.2498
C -2.605 0.842 -0.764  0.1360
H -1.374 2.673 3.812  0.2631
H -1.903 -1.907 -0.527  0.2431
H 1.709 -1.528 1.512  0.2510
C -2.128 0.287 -2.056  0.1804
C -3.050 2.006 1.698  -0.2019
H 1.721 -2.187 -0.768  0.2873
H 3.702 4.189 -1.545  0.2467
N -0.140 -4.078 1.044  -0.3260
H -2.011 -4.151 0.094  0.2479
C 0.745 2.361 4.014  -0.1049
H 0.091 -4.622 -0.968  0.2459
H 1.481 3.915 -1.459  0.1985
C 1.519 2.849 -1.220  0.4495
H 0.204 -2.398 -1.639  0.2374
Ir 0.194 0.431 -0.358  1.2108
C 5.418 1.291 -1.288  -0.1432
O -5.575 2.844 2.302  -0.6898
C -0.477 2.268 3.366  -0.1948
N -1.633 0.934 0.159  -0.4400
C -3.875 1.282 -0.457  -0.1818
C 0.692 -2.528 -0.677  -0.2772
H 2.609 0.830 1.648  0.2155
Cl 4.692 -1.271 -0.895  0.0276
C 5.176 2.666 -1.449  -0.0725
C 1.880 1.841 3.410  -0.2460
H 1.604 -4.435 -0.071  0.2482
C -4.101 1.837 0.800  0.0143
O 0.396 2.332 -0.999  -0.5557
C 3.032 0.849 -1.064  0.4576
C -2.410 -0.411 -4.325  -0.1053
H -4.732 1.218 -1.118  0.2843
H -1.899 -1.417 1.164  0.2481
N -0.797 0.007 -2.130  -0.4535
H -3.045 -0.576 -5.186  0.2572
H 0.004 -3.391 3.021  0.2476
H 0.809 2.841 4.982  0.2576
C -5.548 2.277 1.207  0.7306
H 6.435 0.920 -1.310  0.2640
C -0.542 1.661 2.124  0.1572
C -1.415 -2.060 0.432  -0.2524
C -1.800 1.543 1.345  0.2101
C -1.048 -0.662 -4.398  -0.2283
C 4.378 0.418 -1.104  -0.1314
C 1.756 1.243 2.171  0.1086
H 2.850 1.901 3.882  0.2574
H -3.293 2.503 2.630  0.2843
N 0.578 1.147 1.542  -0.4715
C 2.804 2.245 -1.214  -0.3177
H -0.586 -1.015 -5.308  0.2580
O 2.102 -0.049 -0.909  -0.7589
C -1.526 -3.540 0.853  -0.2475
O -6.385 1.967 0.354  -0.6913
C 0.669 -1.829 1.625  -0.2555
H -2.061 -3.663 1.792  0.2516
C 0.619 -4.005 -0.244  -0.2461
C -2.955 0.071 -3.144  -0.1959

E_tot = -2719.6845 Eh
LUMO level = -6.5 eV
HOMO level = -12.3 eV
energy relative to the best compared isomer or geometry (same formula, charge and spin) = 0.0 kcal/mol
net charge = +2
gap between HOMO and LUMO = 5.78 eV

# 3
Computed, not measured: the molecule C6H11NO at a distorted geometry, with ωB97M-V with the def2-TZVPD basis set.

Last column: natural (NBO) charge in e.
Geometry (Å):
H 2.960 0.305 1.700  0.2090
H -2.479 -1.851 -0.317  0.1929
C -0.609 -0.887 -0.130  -0.0664
H -1.575 1.134 -1.754  0.1989
C 2.845 0.056 0.642  -0.4320
H 3.301 -0.927 0.462  0.1684
H -2.893 0.302 0.179  0.4576
O -2.335 0.732 0.842  -0.7056
H -0.472 1.308 1.101  0.2089
C -1.065 0.837 0.319  0.1607
C -0.963 1.603 -0.985  -0.6529
C -1.412 -1.947 -0.160  -0.3930
N 1.453 0.112 0.297  -0.4002
H 1.318 -1.928 -0.097  0.1469
H -1.048 -2.957 -0.003  0.2054
C 0.820 -0.949 -0.018  0.0548
H -1.297 2.632 -0.826  0.2097
H 0.070 1.614 -1.318  0.2316
H 3.381 0.814 0.066  0.2051

SMILES = C=C(/C=N/C)[C@@H](C)O
E_tot = -365.1188 Eh
LUMO level = 0.7 eV
HOMO level = -9.2 eV
energy relative to the best compared isomer or geometry (same formula, charge and spin) = 70.7 kcal/mol
net charge = 0
gap between HOMO and LUMO = 9.81 eV

Q: Which of these has the highest HOMO level?
A: C32H44BaClN4O4